#A
{
  "formula": "C4H7N3",
  "method": "the ωB97M-V functional and the def2-TZVPD basis",
  "lumo_ev": 0.8369,
  "homo_energy_ha": -0.3469,
  "smiles": "Cc1cn(C)nn1",
  "spin_multiplicity": 1,
  "elements": ["C", "N", "C", "C", "C", "N", "N", "H", "H", "H", "H", "H", "H", "H"],
  "positions_angstrom": [[-1.336, 0.874, 1.842], [-0.269, 0.395, 1.052], [-0.513, -0.289, -0.084], [0.719, -0.317, -0.693], [1.161, -0.895, -1.983], [1.601, 0.318, 0.113], [0.985, 0.770, 1.170], [-1.074, 1.880, 2.166], [-1.725, 0.321, 2.711], [-2.083, 1.099, 0.822], [-1.331, -1.000, -0.183], [2.217, -0.676, -2.165], [1.029, -1.985, -1.996], [0.582, -0.487, -2.823]]
}

#B
{
  "formula": "C4H7N3",
  "method": "the ωB97M-V functional and the def2-TZVPD basis",
  "lumo_ev": 0.6476,
  "homo_energy_ha": -0.3183,
  "smiles": "[H]/N=C\\[C@@H](N)N=C=C",
  "spin_multiplicity": 1,
  "elements": ["C", "N", "C", "C", "C", "N", "N", "H", "H", "H", "H", "H", "H", "H"],
  "positions_angstrom": [[-0.496, -1.472, -0.243], [1.359, 0.393, 0.957], [1.005, 0.205, -0.453], [-0.018, 1.269, -0.861], [-1.613, -1.833, 0.307], [0.504, -1.141, -0.766], [-1.012, 1.633, -0.109], [1.054, 1.318, 1.261], [2.377, 0.421, 1.016], [-0.989, 1.063, 0.751], [1.894, 0.385, -1.069], [0.115, 1.734, -1.852], [-1.715, -2.811, 0.759], [-2.465, -1.164, 0.302]]
}

Stability comparison, relative energies in kcal/mol: #A 0.0; #B 17.8

#A
{
  "formula": "C4H7N3",
  "method": "the ωB97M-V functional and the def2-TZVPD basis",
  "lumo_ev": -2.1985,
  "homo_energy_ha": -0.2945,
  "spin_multiplicity": 1,
  "elements": ["C", "C", "C", "C", "H", "H", "H", "H", "H", "H", "H", "N", "N", "N"],
  "positions_angstrom": [[1.678, -0.702, -0.093], [-0.956, -1.151, 0.186], [-1.987, -0.190, 0.082], [-0.083, 1.086, -0.275], [2.071, -0.116, 0.620], [1.903, -1.788, 0.164], [2.312, -0.710, -1.010], [-0.952, -2.209, -0.464], [-3.115, -0.571, 0.136], [-2.187, 1.870, 1.114], [1.803, 1.791, 0.400], [0.219, -0.390, -0.336], [-1.493, 1.093, -0.610], [0.785, 1.986, 0.086]]
}

#B
{
  "formula": "C4H7N3",
  "method": "the ωB97M-V functional and the def2-TZVPD basis",
  "lumo_ev": 1.0253,
  "homo_energy_ha": -0.3415,
  "smiles": "C1=NN[C@@H]2CN[C@@H]12",
  "spin_multiplicity": 1,
  "elements": ["C", "C", "C", "C", "H", "H", "H", "H", "H", "H", "H", "N", "N", "N"],
  "positions_angstrom": [[1.446, -0.646, 0.222], [0.020, 0.850, 0.241], [-1.486, 1.143, -0.089], [-0.058, -0.646, -0.369], [1.553, -0.322, 1.443], [2.321, -1.351, -0.041], [1.659, 0.758, -1.338], [0.254, 0.819, 1.381], [-2.102, 2.209, 0.189], [-1.679, -1.940, -0.117], [-0.206, -0.555, -1.385], [1.625, 0.778, -0.226], [-2.067, 0.016, -0.054], [-1.281, -1.112, 0.142]]
}

Stability comparison, relative energies in kcal/mol: #A 48.7; #B 0.0

#A
{
  "formula": "C4H6OS",
  "method": "the ωB97M-V functional and the def2-TZVPD basis",
  "lumo_ev": 0.8874,
  "homo_energy_ha": -0.3384,
  "smiles": "C1C[C@H]2S[C@H]2O1",
  "spin_multiplicity": 1,
  "elements": ["C", "C", "C", "C", "O", "S", "H", "H", "H", "H", "H", "H"],
  "positions_angstrom": [[0.446, -0.800, 0.481], [1.192, 0.157, -0.475], [-0.963, -0.262, 0.538], [-1.130, 0.764, -0.499], [0.273, 0.817, -1.298], [-1.112, 1.450, 1.134], [0.415, -1.816, 0.084], [0.927, -0.817, 1.459], [1.776, 0.890, 0.099], [1.876, -0.394, -1.131], [-1.766, -0.936, 0.798], [-1.932, 0.946, -1.190]]
}

#B
{
  "formula": "C4H6OS",
  "method": "the ωB97M-V functional and the def2-TZVPD basis",
  "lumo_ev": 0.8154,
  "homo_energy_ha": -0.3010,
  "spin_multiplicity": 1,
  "elements": ["C", "C", "C", "C", "H", "H", "H", "H", "H", "H", "O", "S"],
  "positions_angstrom": [[-0.081, 1.482, -0.409], [0.110, 0.044, -0.960], [0.747, -1.342, 0.995], [-0.517, -1.009, 1.037], [0.259, 2.288, -1.425], [0.441, 1.609, 0.556], [-1.346, 1.381, -0.444], [-0.248, 0.104, -1.945], [1.467, -1.609, 1.730], [-1.278, -1.445, 1.608], [-1.051, -0.693, -0.179], [1.496, -0.809, -0.564]]
}

#C
{
  "formula": "C4H6OS",
  "method": "the ωB97M-V functional and the def2-TZVPD basis",
  "lumo_ev": -1.2994,
  "homo_energy_ha": -0.3230,
  "spin_multiplicity": 1,
  "elements": ["C", "C", "C", "C", "O", "S", "H", "H", "H", "H", "H", "H"],
  "positions_angstrom": [[1.085, 1.239, -0.122], [0.865, -0.939, 1.029], [0.034, 1.996, -0.808], [-0.332, -1.780, 1.164], [0.026, -0.813, -1.549], [1.096, -0.426, -0.612], [-0.344, 1.543, -1.729], [0.347, 3.027, -0.976], [-0.794, 2.030, -0.092], [-0.184, -2.526, 1.946], [-0.675, -2.240, 0.234], [-1.125, -1.111, 1.516]]
}

Stability comparison, relative energies in kcal/mol: #A 0.0; #B 45.8; #C 138.0

#A
{
  "formula": "C4H6OS",
  "method": "the ωB97M-V functional and the def2-TZVPD basis",
  "lumo_ev": -0.1829,
  "homo_energy_ha": -0.3365,
  "spin_multiplicity": 1,
  "elements": ["C", "C", "C", "C", "H", "H", "H", "H", "H", "H", "O", "S"],
  "positions_angstrom": [[-0.877, -1.032, -0.576], [0.216, -0.226, 0.226], [0.999, 0.888, -0.482], [-0.182, 0.812, 1.233], [-1.248, -2.294, -0.167], [-0.393, -1.214, -1.705], [-1.939, -0.451, -0.558], [0.932, -0.974, 0.745], [0.593, 1.250, -1.446], [2.002, 0.687, -0.620], [0.774, 1.748, 0.627], [-0.879, 0.808, 2.722]]
}

#B
{
  "formula": "C4H6OS",
  "method": "the ωB97M-V functional and the def2-TZVPD basis",
  "lumo_ev": 0.4979,
  "homo_energy_ha": -0.3284,
  "spin_multiplicity": 1,
  "elements": ["C", "C", "C", "C", "H", "H", "H", "H", "H", "H", "O", "S"],
  "positions_angstrom": [[1.428, -1.117, 0.203], [0.643, 0.089, 0.703], [-0.868, 0.059, 0.319], [-0.916, 0.906, -0.962], [2.096, -1.613, 1.051], [0.744, 0.266, 1.774], [-1.280, -0.975, 0.203], [-1.396, 0.564, 1.175], [-0.813, 0.340, -1.927], [-1.757, 1.570, -1.151], [1.350, -1.601, -0.870], [0.768, 1.513, -0.516]]
}

Stability comparison, relative energies in kcal/mol: #A 37.6; #B 0.0